1.
C5H12O | ωB97M-V/def2-TZVPD

```
! wB97M-V def2-TZVPD RIJCOSX def2/J DEFGRID3
* xyz 0 1
C -0.876 1.258 -0.177
C -0.171 -0.091 -0.013
C -0.795 -1.125 -0.958
C -0.247 -0.553 1.445
C 1.319 0.029 -0.386
O 2.081 0.784 0.537
H -0.875 1.583 -1.225
H -0.385 2.032 0.425
H -1.922 1.196 0.148
H -0.745 -0.792 -2.003
H -0.276 -2.090 -0.893
H -1.850 -1.301 -0.718
H -1.272 -0.536 1.833
H 0.144 -1.572 1.548
H 0.372 0.106 2.060
H 1.745 -0.981 -0.396
H 1.404 0.445 -1.401
H 2.235 1.659 0.172
*
```

Values from the calculation:
SMILES: CC(C)(C)CO
relative energy (zero: lowest compared OMol25 entry of this formula, charge and spin): 16.17 kJ/mol
gap between HOMO and LUMO: 10.938 eV



2.
C5H12O | ωB97M-V/def2-TZVPD

```
! wB97M-V def2-TZVPD RIJCOSX def2/J DEFGRID3
* xyz 0 1
C -0.822 -2.315 0.348
C -0.738 -0.794 0.069
C 0.395 1.250 -0.541
C -0.563 2.381 -0.441
O 1.313 1.149 0.374
C 1.882 -0.110 0.473
H -0.284 -2.909 -0.400
H -0.418 -2.592 1.328
H -1.854 -2.692 0.338
H -1.308 -0.261 0.837
H -1.239 -0.609 -0.888
H 0.606 0.781 -1.501
H -1.556 2.009 -0.723
H -0.317 3.222 -1.105
H -0.600 2.743 0.590
H 2.520 -0.142 1.353
H 0.597 -0.683 0.338
H 2.386 -0.427 -0.448
*
```

Values from the calculation:
relative energy (zero: lowest compared OMol25 entry of this formula, charge and spin): 459.74 kJ/mol
gap between HOMO and LUMO: 8.276 eV



3.
C5H12O | ωB97M-V/def2-TZVPD

```
! wB97M-V def2-TZVPD RIJCOSX def2/J DEFGRID3
* xyz 0 1
C -0.751 -1.792 0.262
C 0.402 -0.786 0.211
C 1.089 -0.674 1.572
C -0.063 0.583 -0.299
C -0.420 0.573 -1.782
O -0.234 1.880 -2.295
H -1.265 -1.875 -0.702
H -1.493 -1.483 1.010
H -0.394 -2.791 0.537
H 1.149 -1.159 -0.506
H 0.379 -0.365 2.350
H 1.900 0.063 1.543
H 1.518 -1.637 1.873
H -0.916 0.939 0.296
H 0.741 1.318 -0.171
H -1.457 0.236 -1.936
H 0.236 -0.146 -2.302
H -0.362 1.842 -3.250
*
```

Values from the calculation:
SMILES: CC(C)CCO
relative energy (zero: lowest compared OMol25 entry of this formula, charge and spin): 28.70 kJ/mol
gap between HOMO and LUMO: 11.210 eV



4.
C5H12O | ωB97M-V/def2-TZVPD

```
! wB97M-V def2-TZVPD RIJCOSX def2/J DEFGRID3
* xyz 0 1
C -1.307 -1.536 0.466
C -0.982 -0.616 1.381
C -1.988 0.339 1.915
H -0.715 -2.426 0.310
H -2.225 -1.405 -0.102
H -0.020 -0.615 1.889
H -1.667 1.381 1.941
H -2.116 -0.018 2.942
H -2.944 0.245 1.388
C 2.350 1.000 -1.696
C 1.300 -0.007 -1.255
O 0.168 0.791 -0.943
H 3.275 0.537 -2.050
H 2.583 1.669 -0.863
H 1.940 1.610 -2.506
H 1.094 -0.714 -2.077
H 1.698 -0.631 -0.429
H -0.443 0.395 -0.309
*
```

Values from the calculation:
SMILES: C=CC.CCO
relative energy (zero: lowest compared OMol25 entry of this formula, charge and spin): 145.82 kJ/mol
gap between HOMO and LUMO: 10.869 eV



Repeat the second record exactly.
C5H12O | ωB97M-V/def2-TZVPD

```
! wB97M-V def2-TZVPD RIJCOSX def2/J DEFGRID3
* xyz 0 1
C -0.822 -2.315 0.348
C -0.738 -0.794 0.069
C 0.395 1.250 -0.541
C -0.563 2.381 -0.441
O 1.313 1.149 0.374
C 1.882 -0.110 0.473
H -0.284 -2.909 -0.400
H -0.418 -2.592 1.328
H -1.854 -2.692 0.338
H -1.308 -0.261 0.837
H -1.239 -0.609 -0.888
H 0.606 0.781 -1.501
H -1.556 2.009 -0.723
H -0.317 3.222 -1.105
H -0.600 2.743 0.590
H 2.520 -0.142 1.353
H 0.597 -0.683 0.338
H 2.386 -0.427 -0.448
*
```

Values from the calculation:
relative energy (zero: lowest compared OMol25 entry of this formula, charge and spin): 459.74 kJ/mol
gap between HOMO and LUMO: 8.276 eV